No. 1
Entry from OMol25: 2 unconnected molecules or ions with the total composition C3H3N3O in a non-equilibrium geometry (ωB97M-V/def2-TZVPD).

CARTESIAN COORDINATES (ANGSTROEM)
N (-1.80, 0.83, -0.73)
C (-1.00, 0.83, 0.19)
N (0.46, -1.21, -2.43)
N (1.01, -2.13, -2.20)
O (0.85, -1.23, 0.37)
C (0.83, -0.34, 1.19)
C (-0.17, 0.73, 1.21)
H (-1.58, 1.33, -1.59)
H (1.61, -0.27, 1.97)
H (-0.22, 1.44, 2.03)

Computed properties:
**LUMO energy**: 0.54 eV
**SMILES**: N=C=CC=O.N#N
**Highest occupied orbital energy**: -9.666 eV
**Energy relative to the best compared isomer or geometry (same formula, charge and spin)**: 0.8463 eV

=====

No. 2
Entry from OMol25: a molecular structure, C58H62F3N6O2SSiTl (ωB97M-V/def2-TZVPD).

CARTESIAN COORDINATES (ANGSTROEM)
Tl (1.73, -0.29, -0.96)
O (2.98, 4.12, 1.35)
C (3.18, 5.02, 0.38)
C (3.39, 6.35, 0.72)
C (3.55, 7.31, -0.27)
C (3.50, 6.95, -1.61)
C (3.32, 5.61, -1.95)
C (3.17, 4.63, -0.97)
C (2.99, 3.18, -1.31)
O (2.40, 2.46, -0.45)
N (3.54, 2.81, -2.45)
N (3.30, 1.49, -2.76)
C (4.31, 0.88, -3.22)
C (4.25, -0.53, -3.66)
C (5.42, -1.15, -4.11)
C (5.36, -2.47, -4.52)
C (4.15, -3.13, -4.47)
C (3.04, -2.44, -4.00)
N (3.08, -1.17, -3.62)
H (2.70, 3.28, 0.86)
H (3.41, 6.62, 1.77)
H (3.70, 8.35, 0.01)
H (3.61, 7.70, -2.39)
H (3.30, 5.29, -2.98)
H (5.28, 1.37, -3.25)
H (6.35, -0.60, -4.10)
H (6.26, -2.97, -4.85)
H (4.06, -4.17, -4.76)
H (2.08, -2.93, -3.90)
C (-1.14, -7.40, -2.89)
Si (-1.04, -6.64, -1.17)
C (0.65, -7.00, -0.47)
C (-2.25, -7.64, -0.10)
C (-1.71, -4.89, -1.21)
C (-3.09, -4.75, -1.15)
C (-3.67, -3.49, -1.08)
C (-2.81, -2.41, -1.03)
N (-1.48, -2.49, -1.13)
C (-0.91, -3.71, -1.28)
S (0.79, -3.83, -1.58)
H (-0.94, -8.48, -2.85)
H (-0.42, -6.94, -3.57)
H (-2.14, -7.26, -3.31)
H (0.81, -8.09, -0.50)
H (0.72, -6.67, 0.57)
H (1.42, -6.49, -1.02)
H (-1.83, -8.63, 0.12)
H (-3.21, -7.79, -0.59)
H (-2.43, -7.13, 0.85)
H (-3.73, -5.63, -1.13)
H (-4.75, -3.35, -1.03)
H (-3.21, -1.41, -0.92)
C (-0.39, -3.65, 2.13)
C (0.83, -2.74, 1.98)
C (2.11, -3.58, 1.84)
C (0.94, -1.77, 3.14)
C (1.28, -2.21, 4.42)
C (1.39, -1.34, 5.49)
C (1.22, 0.03, 5.28)
C (0.89, 0.52, 4.02)
C (0.77, 2.02, 3.79)
C (2.01, 2.75, 4.31)
C (-0.50, 2.59, 4.40)
C (0.69, -0.40, 2.98)
N (0.25, 0.11, 1.74)
C (-0.99, 0.26, 1.58)
C (-1.57, 1.03, 0.41)
N (-0.84, 1.60, -0.44)
C (-1.36, 2.51, -1.38)
C (-1.73, 3.79, -0.95)
C (-2.11, 4.72, -1.92)
C (-2.13, 4.38, -3.27)
C (-1.77, 3.11, -3.66)
C (-1.37, 2.15, -2.73)
C (-1.02, 0.74, -3.17)
C (0.04, 0.72, -4.26)
C (-2.28, 0.00, -3.62)
C (-1.70, 4.22, 0.51)
C (-3.07, 4.73, 0.98)
C (-0.61, 5.26, 0.74)
C (-3.05, 1.02, 0.58)
C (-4.09, 1.49, -0.18)
C (-5.41, 1.25, 0.26)
C (-5.68, 0.58, 1.43)
C (-4.62, 0.08, 2.23)
C (-4.74, -0.62, 3.46)
C (-3.61, -1.04, 4.12)
C (-2.30, -0.80, 3.62)
C (-2.16, -0.14, 2.43)
C (-3.33, 0.31, 1.77)
H (-0.46, -4.31, 1.27)
H (-1.32, -3.07, 2.18)
H (-0.32, -4.26, 3.04)
H (0.71, -2.18, 1.06)
H (2.21, -4.29, 2.67)
H (2.99, -2.94, 1.82)
H (2.07, -4.13, 0.90)
H (1.46, -3.27, 4.57)
H (1.65, -1.71, 6.47)
H (1.36, 0.72, 6.10)
H (0.73, 2.18, 2.71)
H (2.05, 2.73, 5.40)
H (1.99, 3.80, 3.98)
H (2.92, 2.31, 3.91)
H (-0.52, 2.42, 5.48)
H (-1.40, 2.13, 3.98)
H (-0.56, 3.67, 4.23)
H (-2.37, 5.72, -1.62)
H (-2.42, 5.12, -4.00)
H (-1.80, 2.84, -4.71)
H (-0.61, 0.21, -2.31)
H (-0.34, 1.15, -5.20)
H (0.35, -0.31, -4.46)
H (0.94, 1.27, -3.96)
H (-2.65, 0.41, -4.56)
H (-3.08, 0.06, -2.88)
H (-2.06, -1.06, -3.77)
H (-1.45, 3.36, 1.12)
H (-3.34, 5.65, 0.47)
H (-3.03, 4.94, 2.05)
H (-3.85, 3.99, 0.80)
H (-0.73, 6.12, 0.08)
H (0.37, 4.83, 0.56)
H (-0.64, 5.62, 1.78)
H (-3.92, 2.04, -1.10)
H (-6.24, 1.61, -0.34)
H (-6.71, 0.42, 1.74)
H (-5.72, -0.83, 3.87)
H (-3.72, -1.57, 5.05)
H (-1.46, -1.16, 4.18)
F (4.68, -1.95, -0.21)
C (4.06, -0.75, 0.16)
F (4.12, -0.82, 1.56)
F (5.05, 0.18, -0.13)

Computed properties:
**LUMO energy**: 3.56 eV
**Charge**: -2
**Highest occupied orbital energy**: -1.697 eV
**Energy relative to the best compared isomer or geometry (same formula, charge and spin)**: 0.1012 eV

=====

No. 3
Entry from OMol25: a molecular structure, C22H23AsF10N3OsS in a non-equilibrium geometry (ωB97M-V/def2-TZVPD).

CARTESIAN COORDINATES (ANGSTROEM)
Os (0.39, 0.04, 0.34)
C (2.83, -1.91, 1.91)
C (2.23, -0.78, 2.72)
N (1.73, 0.41, 1.96)
C (2.90, 1.14, 1.35)
C (2.45, 2.18, 0.33)
C (1.05, 1.33, 2.91)
C (-0.42, 1.01, 3.00)
N (-0.91, 1.08, 1.61)
C (-2.06, 1.75, 1.36)
C (-2.26, 2.38, 0.10)
F (-1.27, 2.34, -0.78)
C (-3.38, 3.12, -0.18)
F (-3.47, 3.71, -1.36)
C (-4.38, 3.28, 0.76)
C (-4.23, 2.67, 2.00)
F (-5.18, 2.77, 2.91)
C (-3.10, 1.93, 2.31)
F (-3.07, 1.30, 3.47)
H (3.17, -2.67, 2.61)
H (3.68, -1.60, 1.31)
H (2.11, -2.39, 1.23)
H (3.00, -0.40, 3.40)
H (1.41, -1.13, 3.35)
H (3.52, 0.40, 0.86)
H (3.48, 1.59, 2.16)
H (1.61, 1.84, -0.32)
H (3.26, 2.38, -0.37)
H (2.13, 3.12, 0.77)
H (1.15, 2.34, 2.54)
H (1.53, 1.28, 3.89)
H (-0.91, 1.74, 3.64)
H (-0.63, 0.02, 3.42)
H (-5.27, 3.86, 0.55)
C (0.33, 1.11, -2.91)
C (-0.46, -0.14, -2.67)
C (-0.94, -0.80, -3.82)
C (-1.67, -1.95, -3.72)
C (-1.89, -2.49, -2.43)
C (-2.61, -3.69, -2.22)
C (-2.79, -4.21, -0.95)
C (-2.22, -3.58, 0.14)
C (-1.48, -2.40, -0.05)
S (-0.64, -1.70, 1.23)
C (-1.36, -1.80, -1.34)
N (-0.69, -0.61, -1.44)
H (0.91, 1.00, -3.82)
H (1.02, 1.35, -2.11)
H (-0.36, 1.95, -3.05)
H (-0.71, -0.38, -4.79)
H (-2.03, -2.46, -4.60)
H (-3.02, -4.20, -3.08)
H (-3.36, -5.12, -0.81)
H (-2.31, -4.00, 1.14)
F (1.84, -0.75, -0.74)
As (3.48, -0.88, -2.22)
F (3.38, -2.49, -1.72)
F (4.46, -0.55, -0.85)
F (4.70, -0.97, -3.36)
F (3.14, 0.80, -2.29)
F (2.15, -1.14, -3.27)

Computed properties:
**LUMO energy (spin up / spin down)**: -8.26 / -9.31 eV
**Charge**: +2
**Highest occupied orbital energy (spin up / spin down)**: -15.066 / -15.512 eV
**⟨S²⟩**: 1.2439
**Multiplicity**: 2
**Energy relative to the best compared isomer or geometry (same formula, charge and spin)**: 0.2670 eV

=====

No. 4
Entry from OMol25: 2 unconnected molecules or ions with the total composition C3H10N4 in a non-equilibrium geometry (ωB97M-V/def2-TZVPD).

CARTESIAN COORDINATES (ANGSTROEM)
C (3.25, -0.12, 0.26)
C (-0.96, 0.79, -0.15)
C (-0.84, -0.67, -0.85)
N (0.18, 1.36, -0.04)
N (2.17, -0.49, 0.33)
N (-2.04, 1.14, 0.35)
N (-0.23, -1.58, 0.12)
H (4.20, 0.33, 0.39)
H (-0.17, -0.61, -1.68)
H (-1.84, -1.09, -1.25)
H (1.02, 1.03, -0.39)
H (0.37, 2.21, 0.49)
H (-2.92, 0.66, 0.47)
H (-1.92, 2.04, 0.83)
H (-0.39, -2.58, -0.16)
H (-0.74, -1.38, 1.06)
H (0.85, -1.07, 0.23)

Computed properties:
**LUMO energy**: -7.39 eV
**Charge**: +2
**Highest occupied orbital energy**: -20.238 eV
**Energy relative to the best compared isomer or geometry (same formula, charge and spin)**: 1.4891 eV

=====

No. 5
Entry from OMol25: a molecular structure, C8H29N14O10Pb in a non-equilibrium geometry (ωB97M-V/def2-TZVPD).

CARTESIAN COORDINATES (ANGSTROEM)
Pb (0.13, -0.31, 0.69)
O (3.57, -4.33, 4.89)
C (2.88, -3.57, 4.09)
O (3.25, -2.39, 3.82)
O (1.84, -4.04, 3.62)
H (2.98, -5.06, 5.11)
C (-2.95, 2.07, 5.89)
O (-2.18, 1.32, 5.29)
N (-4.26, 1.87, 5.76)
N (-2.54, 2.99, 6.69)
H (-4.72, 2.58, 6.32)
H (-4.55, 0.92, 5.61)
H (-3.19, 3.56, 7.21)
H (-1.59, 3.09, 7.03)
C (5.78, 1.99, -1.67)
O (4.73, 1.47, -1.46)
N (6.82, 1.43, -2.19)
N (5.99, 3.22, -1.53)
H (6.73, 0.45, -2.39)
H (7.55, 1.96, -2.64)
H (6.90, 3.61, -1.74)
H (5.18, 3.77, -1.26)
C (2.58, 5.08, 2.95)
O (1.85, 4.41, 2.26)
N (2.74, 6.36, 2.89)
N (3.27, 4.44, 3.84)
H (2.23, 6.85, 2.17)
H (3.48, 6.81, 3.41)
H (3.12, 3.45, 4.01)
H (4.15, 4.83, 4.14)
C (-5.04, 3.63, -0.64)
O (-4.01, 3.10, -0.11)
N (-5.96, 4.24, 0.00)
N (-5.20, 3.60, -1.95)
H (-5.76, 4.41, 0.97)
H (-6.88, 4.23, -0.41)
H (-6.14, 3.73, -2.29)
H (-4.59, 2.86, -2.28)
C (-0.61, 0.36, -5.65)
O (-0.86, 0.54, -4.47)
N (-0.77, -0.74, -6.31)
N (-0.18, 1.30, -6.38)
H (-0.88, -0.62, -7.31)
H (-1.11, -1.50, -5.74)
H (0.02, 2.23, -6.03)
H (0.29, 0.94, -7.20)
C (2.48, -5.57, -2.50)
O (1.80, -4.57, -2.38)
N (3.06, -5.90, -3.63)
N (2.81, -6.33, -1.51)
H (3.39, -6.85, -3.70)
H (2.85, -5.35, -4.45)
H (3.45, -7.03, -1.86)
H (2.42, -6.27, -0.58)
C (-4.28, -4.99, -0.62)
O (-3.81, -4.00, -0.14)
N (-5.25, -5.01, -1.43)
N (-3.82, -6.20, -0.51)
H (-5.69, -4.11, -1.54)
H (-5.75, -5.83, -1.75)
H (-4.65, -6.77, -0.58)
H (-3.10, -6.35, 0.18)

Computed properties:
**LUMO energy**: -6.80 eV
**Charge**: +1
**Highest occupied orbital energy**: -9.824 eV
**Energy relative to the best compared isomer or geometry (same formula, charge and spin)**: 15.2025 eV

=====

No. 6
Entry from OMol25: C4H6N2 in the gas phase in a non-equilibrium geometry (ωB97M-V/def2-TZVPD).

CARTESIAN COORDINATES (ANGSTROEM)
N (-1.15, 1.28, -1.90)
C (-0.33, 0.48, -1.75)
C (0.59, -0.48, -1.10)
C (0.50, 0.06, 0.32)
C (-0.81, 0.19, 0.98)
N (0.18, -0.79, 1.44)
H (0.21, -1.51, -1.16)
H (1.63, -0.48, -1.48)
H (1.17, 0.91, 0.49)
H (-1.68, -0.27, 0.52)
H (-1.04, 1.16, 1.41)
H (0.74, -0.54, 2.24)

Computed properties:
**LUMO energy**: 0.93 eV
**SMILES**: N#CC[C@H]1CN1
**Highest occupied orbital energy**: -10.134 eV
**Energy relative to the best compared isomer or geometry (same formula, charge and spin)**: 1.9911 eV